The following is a quantum chemistry calculation of a cluster of 2 separate species, C7H5N3O2 in total in a non-equilibrium geometry, from the OMol25 dataset.

Last column: Löwdin charge in e.
Atoms and positions in Å:
C1 0.98859 1.48357 0.67516  -0.0823
C2 -0.01921 0.58854 0.73984  -0.0667
C3 2.19594 1.23634 -0.06428  -0.0522
C4 -0.74690 -1.87218 0.05872  -0.0956
C5 2.30394 -0.02535 -0.65524  -0.1097
C6 0.13214 -0.66667 0.15350  -0.2464
C7 -3.96171 0.97161 -0.31796  -0.4368
N1 -0.04722 -2.77644 -0.57833  -0.1303
N2 1.03812 -2.77874 -1.02290  0.1888
N3 1.29800 -0.82901 -0.45100  0.0353
O1 -4.20470 1.22626 0.79158  0.1904
O2 -3.58253 0.77106 -1.36767  0.2316
H1 0.92328 2.48459 1.30423  0.1481
H2 -0.74394 0.73166 1.52839  0.1102
H3 3.02367 1.90839 -0.06160  0.0835
H4 -1.82217 -1.94082 0.30676  0.1002
H5 3.22469 -0.51282 -1.03919  0.1318

The total charge is 0. The calculation puts the HOMO energy at -8.005 eV. Its total energy is -15903.010 eV.